Record 1
Density functional theory data (the ωB97M-V functional and the def2-TZVPD basis) for a 9-piece molecular cluster, C32H43Cl4F21O14 overall.

Each line ends with the Löwdin charge.
Atoms and positions in Å:
C: 2.67389 -0.30449 -7.94299  -0.060
C: 2.21796 -0.78550 -6.60111  -0.205
O: 3.13057 -0.33829 -5.58881  0.052
C: 2.72467 -0.33440 -4.34445  -0.400
O: 1.65752 -0.69567 -3.95311  0.152
C: 3.87509 0.14035 -3.42864  -0.542
F: 4.00790 1.46736 -3.56493  0.174
F: 3.58010 -0.10534 -2.14968  0.153
F: 4.99984 -0.48276 -3.73417  0.199
H: 3.49253 -0.91334 -8.32424  0.081
H: 2.95501 0.74435 -7.94019  0.087
H: 1.83805 -0.46150 -8.62715  0.085
H: 2.21654 -1.87872 -6.55906  0.135
H: 1.19034 -0.47923 -6.40466  0.127
C: -0.82380 -3.09076 6.55732  -0.048
C: 0.21815 -4.18348 6.40705  -0.174
O: 1.41206 -3.84215 7.14347  0.038
C: 2.23702 -2.97997 6.60128  -0.414
O: 2.08253 -2.40159 5.56944  0.161
C: 3.44101 -2.71084 7.51364  -0.551
F: 3.50203 -3.56094 8.53670  0.173
F: 4.56862 -2.82781 6.80521  0.170
F: 3.36118 -1.47003 7.98927  0.175
H: -0.80878 -2.74422 7.58997  0.085
H: -1.82381 -3.47559 6.35157  0.080
H: -0.64455 -2.28643 5.84698  0.069
H: 0.50435 -4.34691 5.37011  0.125
H: -0.13920 -5.11116 6.84278  0.125
C: 3.92684 2.49356 -0.21875  -0.047
C: 3.14210 3.56805 -0.93080  -0.210
O: 3.74845 4.84714 -0.74942  0.049
C: 4.77307 5.13488 -1.52556  -0.409
O: 5.16213 4.55394 -2.49027  0.180
C: 5.49051 6.42490 -1.04671  -0.543
F: 5.09089 6.86300 0.14138  0.173
F: 6.80370 6.17580 -0.98310  0.162
F: 5.30479 7.40282 -1.94713  0.161
H: 3.78816 2.67653 0.85101  0.087
H: 4.99016 2.47584 -0.46046  0.090
H: 3.59475 1.47117 -0.37933  0.049
H: 2.14150 3.62774 -0.50350  0.107
H: 2.88630 3.36107 -1.97287  0.119
C: -5.34943 0.55183 -2.71983  -0.051
C: -4.72502 -0.45710 -3.66784  -0.186
O: -5.64419 -0.80110 -4.72319  0.047
C: -5.63179 -0.04943 -5.79765  -0.411
O: -5.15383 1.03301 -5.90338  0.170
C: -6.28688 -0.74314 -7.01194  -0.548
F: -6.39137 -2.05830 -6.82149  0.167
F: -7.52334 -0.24914 -7.20819  0.160
F: -5.57267 -0.52782 -8.10652  0.183
H: -6.31065 0.14995 -2.38155  0.089
H: -5.56307 1.49678 -3.20724  0.042
H: -4.73901 0.64504 -1.82240  0.075
H: -4.44994 -1.36948 -3.14734  0.125
H: -3.82125 -0.02951 -4.10445  0.112
C: 0.54971 -0.57524 1.59786  -0.059
C: 0.83947 0.31243 0.41891  -0.180
O: -0.16880 0.20859 -0.59907  0.058
C: -0.33770 1.23955 -1.39033  -0.397
O: 0.25943 2.27170 -1.36638  0.169
C: -1.34576 0.92923 -2.51710  -0.540
F: -2.36131 1.80275 -2.50246  0.153
F: -0.70327 1.05485 -3.67799  0.172
F: -1.82699 -0.31015 -2.45045  0.162
H: 1.50273 -0.65104 2.12155  0.080
H: 0.31839 -1.59867 1.30948  0.046
H: -0.19141 -0.19555 2.29577  0.033
H: 1.75566 -0.06297 -0.05124  0.110
H: 1.06989 1.33489 0.71518  0.126
C: 0.13815 -3.93661 -2.34370  -0.045
C: 1.62730 -3.67680 -2.27919  -0.193
O: 1.96352 -3.30134 -0.93368  0.039
C: 3.22045 -3.00447 -0.68277  -0.409
O: 4.09467 -2.92516 -1.49030  0.170
C: 3.49948 -2.81695 0.82625  -0.546
F: 4.53398 -3.55341 1.20544  0.189
F: 3.75655 -1.53093 1.09793  0.163
F: 2.42968 -3.19683 1.53120  0.157
H: -0.41205 -3.02116 -2.57474  0.070
H: -0.25057 -4.41266 -1.44992  0.080
H: -0.04643 -4.54742 -3.23253  0.083
H: 1.93176 -2.93099 -3.01204  0.104
H: 2.19155 -4.57111 -2.56254  0.133
C: -0.95806 1.34442 5.00178  -0.085
C: 0.25048 1.06822 5.87137  -0.177
O: -0.21938 0.84029 7.21066  0.037
C: 0.64876 0.72558 8.18593  -0.414
O: 1.83686 0.79305 8.11412  0.172
C: -0.00639 0.41016 9.53938  -0.551
F: 0.38395 1.31135 10.44205  0.174
F: -1.34274 0.41198 9.48465  0.162
F: 0.38525 -0.79952 9.94344  0.169
H: -0.70107 1.10469 3.97313  0.030
H: -1.24134 2.39974 5.01999  0.085
H: -1.84492 0.79235 5.30403  0.061
H: 0.96262 1.89212 5.86775  0.133
H: 0.77458 0.17564 5.52592  0.119
Cl: -3.07757 0.05119 2.78848  0.613
C: -3.69438 -1.16038 1.63963  -0.653
C: -3.62783 -2.56186 2.18170  -0.623
Cl: -1.97696 -3.24901 1.96440  0.546
H: -3.24256 -1.07032 0.65593  0.065
H: -4.75063 -0.90013 1.53486  0.070
H: -4.28191 -3.21209 1.60821  0.071
H: -3.82299 -2.60641 3.24627  0.061
Cl: -3.22959 4.31809 -5.04688  0.560
C: -4.24264 4.40635 -3.57511  -0.657
C: -5.69956 4.28835 -3.98029  -0.657
Cl: -6.69948 4.16155 -2.49757  0.546
H: -4.08306 5.35501 -3.07469  0.072
H: -3.93480 3.57200 -2.95514  0.034
H: -5.93714 3.41205 -4.57432  0.045
H: -5.99330 5.18205 -4.52589  0.072

Properties
Kohn-Sham gap = 10.90 eV
LUMO energy = 0.00 eV
Charge = 0
Energy relative to the best compared isomer or geometry (same formula, charge and spin) = 0.00 kJ/mol
Structure (SMILES) = CCOC(=O)C(F)(F)F.CCOC(=O)C(F)(F)F.CCOC(=O)C(F)(F)F.CCOC(=O)C(F)(F)F.CCOC(=O)C(F)(F)F.CCOC(=O)C(F)(F)F.CCOC(=O)C(F)(F)F.ClCCCl.ClCCCl
HOMO level = -10.90 eV

Record 2
Density functional theory data (the ωB97M-V functional and the def2-TZVPD basis) for a 11-piece molecular cluster, C44H110O22 overall.

Each line ends with the Löwdin charge.
Atoms and positions in Å:
C: -0.98333 -24.27053 26.43257  -0.088
O: -1.48942 -24.39575 27.77657  -0.203
C: -1.48727 -25.67123 28.33164  -0.197
C: -1.54701 -25.64417 29.88609  -0.201
O: -0.36242 -25.26905 30.54319  -0.214
C: -0.37524 -25.48173 32.00039  -0.056
H: -1.49287 -24.81660 25.63868  0.087
H: 0.08781 -24.44891 26.33797  0.079
H: -1.16152 -23.22346 26.18764  0.071
H: -0.53885 -26.14480 28.07802  0.118
H: -2.17185 -26.35934 27.83571  0.125
H: -1.76344 -26.64455 30.26092  0.113
H: -2.37582 -25.05430 30.27753  0.123
H: 0.66295 -25.29722 32.27648  0.088
H: -0.71679 -26.48050 32.27222  0.082
H: -0.98454 -24.76962 32.55694  0.082
C: -8.52741 -23.56593 25.22471  -0.107
O: -8.67229 -22.97509 26.51996  -0.187
C: -7.71989 -21.96528 26.87923  -0.188
C: -6.29964 -22.49216 27.11605  -0.205
O: -5.64557 -22.87568 25.89642  -0.199
C: -4.18534 -22.93949 26.05822  -0.066
H: -9.34213 -24.28157 25.11427  0.085
H: -7.61029 -24.09899 24.97401  0.073
H: -8.55764 -22.80366 24.44617  0.082
H: -8.12344 -21.52033 27.78878  0.123
H: -7.75395 -21.15332 26.15283  0.119
H: -6.31224 -23.30329 27.84407  0.126
H: -5.84539 -21.67359 27.67435  0.117
H: -3.85162 -21.90193 26.04370  0.069
H: -3.73595 -23.45310 25.20830  0.083
H: -3.87469 -23.48044 26.95207  0.077
C: 7.05328 -22.49484 30.77662  -0.124
O: 6.06267 -23.26094 30.17749  -0.178
C: 5.66889 -22.88159 28.84129  -0.182
C: 4.37035 -23.48888 28.41273  -0.209
O: 3.31836 -23.08058 29.28126  -0.196
C: 2.03292 -23.68412 29.00921  -0.076
H: 7.08544 -22.74486 31.83707  0.092
H: 6.84886 -21.42801 30.68607  0.068
H: 8.04089 -22.73023 30.38000  0.086
H: 6.46636 -23.03950 28.11520  0.131
H: 5.45705 -21.81513 28.91798  0.110
H: 4.51159 -24.55118 28.61194  0.126
H: 4.21412 -23.41226 27.33671  0.122
H: 2.01311 -24.72290 29.33879  0.083
H: 1.85914 -23.74284 27.93475  0.070
H: 1.23228 -23.21553 29.58148  0.066
C: -1.04278 -15.16055 24.42109  -0.110
O: -1.53513 -14.47469 25.57171  -0.209
C: -0.43758 -13.89002 26.30259  -0.160
C: -0.96022 -13.02742 27.45424  -0.230
O: -1.35688 -11.74351 27.07318  -0.170
C: -2.68400 -11.73923 26.49484  -0.065
H: -0.40204 -14.60392 23.73719  0.089
H: -1.86629 -15.61943 23.87394  0.074
H: -0.40484 -15.98484 24.73996  0.075
H: 0.13877 -13.17221 25.71893  0.132
H: 0.16059 -14.73826 26.63544  0.117
H: -0.10468 -12.87706 28.11268  0.109
H: -1.68430 -13.43998 28.15681  0.108
H: -3.36885 -12.32045 27.11230  0.063
H: -2.70301 -12.25300 25.53371  0.081
H: -3.07488 -10.72269 26.45038  0.090
C: -1.16473 -17.96212 31.47905  -0.101
O: -2.04153 -17.18951 32.29053  -0.155
C: -2.96683 -16.43138 31.48011  -0.198
C: -4.13551 -15.85337 32.30839  -0.171
O: -3.76683 -15.00942 33.43592  -0.173
C: -3.19674 -13.79952 32.99361  -0.111
H: -0.93754 -17.58814 30.48074  0.074
H: -1.57976 -18.96973 31.45528  0.085
H: -0.17424 -18.04517 31.92640  0.076
H: -3.40739 -16.99281 30.65622  0.116
H: -2.50552 -15.51923 31.10159  0.103
H: -4.60612 -16.76760 32.67007  0.122
H: -4.78733 -15.33859 31.60254  0.105
H: -3.89208 -13.31542 32.30786  0.088
H: -2.19970 -13.89632 32.56390  0.060
H: -3.17314 -13.24101 33.92935  0.094
C: -1.43624 -21.26798 28.57327  -0.102
O: -1.41387 -19.86433 28.52366  -0.174
C: -1.69550 -19.37298 27.23097  -0.193
C: -1.75756 -17.86620 27.33543  -0.166
O: -2.86178 -17.33640 28.10771  -0.203
C: -3.42167 -16.03211 27.76325  -0.059
H: -0.45440 -21.65002 28.29375  0.068
H: -2.17452 -21.76654 27.94518  0.067
H: -1.58885 -21.49922 29.62747  0.096
H: -2.59843 -19.82069 26.81579  0.099
H: -0.87624 -19.63435 26.56119  0.117
H: -1.81488 -17.41123 26.34659  0.109
H: -0.81538 -17.44202 27.68253  0.113
H: -2.61984 -15.35339 28.05395  0.072
H: -4.33137 -15.82248 28.32592  0.062
H: -3.72436 -15.94830 26.71948  0.086
C: 2.37693 -18.01274 27.73012  -0.091
O: 1.70796 -18.99939 26.96020  -0.188
C: 2.23847 -20.36561 27.07088  -0.157
C: 1.96523 -21.17924 25.81001  -0.248
O: 2.57546 -20.50485 24.78596  -0.158
C: 2.30858 -20.99126 23.48120  -0.079
H: 2.02881 -16.99642 27.54571  0.075
H: 3.44439 -18.06535 27.51596  0.092
H: 2.24894 -18.30086 28.77353  0.078
H: 1.86711 -20.91568 27.93553  0.100
H: 3.32758 -20.35183 27.11267  0.121
H: 0.88391 -21.31644 25.80622  0.113
H: 2.39008 -22.18197 25.85628  0.114
H: 2.55859 -22.05219 23.48736  0.084
H: 2.91653 -20.57694 22.67694  0.092
H: 1.26778 -20.84827 23.19069  0.065
C: 3.81332 -17.34636 32.18716  -0.097
O: 4.46321 -17.96482 31.08486  -0.196
C: 4.76202 -19.34593 31.27478  -0.151
C: 3.50993 -20.29472 30.91049  -0.179
O: 2.40019 -20.19364 31.77305  -0.192
C: 1.20551 -20.86996 31.35485  -0.074
H: 4.34320 -17.40363 33.13798  0.092
H: 2.81404 -17.78157 32.19808  0.076
H: 3.76565 -16.29788 31.89302  0.067
H: 5.24496 -19.53761 32.23297  0.121
H: 5.46402 -19.60857 30.48338  0.097
H: 3.82062 -21.33707 30.98174  0.103
H: 3.25104 -20.22271 29.85413  0.096
H: 1.55448 -21.89719 31.24943  0.070
H: 0.77401 -20.64159 30.38029  0.071
H: 0.42021 -20.78411 32.10587  0.092
C: -5.92953 -13.64243 28.58823  -0.121
O: -6.85767 -12.61416 28.38623  -0.156
C: -8.19564 -13.06989 28.44387  -0.220
C: -9.06384 -11.84582 28.26083  -0.198
O: -9.03436 -11.03779 29.45018  -0.187
C: -10.01388 -9.99802 29.45908  -0.109
H: -6.07774 -14.44901 27.87021  0.082
H: -6.03381 -14.06920 29.58578  0.081
H: -4.91092 -13.27588 28.46111  0.073
H: -8.36414 -13.60222 29.38000  0.129
H: -8.63504 -13.70998 27.67881  0.122
H: -10.09531 -12.13814 28.06407  0.121
H: -8.59932 -11.29521 27.44282  0.131
H: -11.00236 -10.39313 29.22478  0.076
H: -9.86417 -9.27589 28.65645  0.080
H: -9.98313 -9.51089 30.43369  0.089
C: -0.72421 -18.76369 22.30132  -0.099
O: -1.67265 -18.66793 21.26469  -0.197
C: -2.83554 -17.88736 21.54527  -0.150
C: -3.92237 -18.58615 22.48352  -0.171
O: -3.48155 -18.81636 23.82186  -0.216
C: -4.50054 -18.87192 24.81686  -0.078
H: -1.23160 -18.90953 23.25494  0.072
H: -0.19962 -17.81032 22.36453  0.090
H: -0.13131 -19.66576 22.15020  0.071
H: -3.27676 -17.62823 20.58283  0.121
H: -2.44807 -16.97101 21.99053  0.101
H: -4.41080 -19.44649 22.02598  0.119
H: -4.78353 -17.91797 22.48859  0.106
H: -5.16269 -18.01514 24.69200  0.087
H: -4.01425 -18.76383 25.78637  0.065
H: -5.07148 -19.79202 24.69216  0.088
C: 3.06670 -13.49652 32.68675  -0.129
O: 2.83610 -13.14609 31.36465  -0.173
C: 1.53843 -12.67508 31.08532  -0.191
C: 0.39531 -13.70112 31.28105  -0.186
O: 0.22031 -14.54844 30.15791  -0.182
C: 1.17868 -15.52404 29.99364  -0.126
H: 2.64200 -12.85470 33.45863  0.095
H: 4.13968 -13.35749 32.81900  0.093
H: 2.84180 -14.55167 32.84225  0.069
H: 1.47690 -12.29557 30.06538  0.125
H: 1.24827 -11.81396 31.68730  0.119
H: -0.48814 -13.07038 31.37990  0.112
H: 0.47762 -14.23619 32.22711  0.125
H: 0.81217 -16.31797 29.34291  0.056
H: 1.48488 -16.07828 30.88086  0.082
H: 2.05457 -15.11818 29.48750  0.100

Properties
Kohn-Sham gap = 9.63 eV
LUMO energy = 0.48 eV
Charge = 0
Energy relative to the best compared isomer or geometry (same formula, charge and spin) = 293.53 kJ/mol
Structure (SMILES) = COCCOC.COCCOC.COCCOC.COCCOC.COCCOC.COCCOC.COCCOC.COCCOC.COCCOC.COCCOC.COCCOC
HOMO level = -9.15 eV